Record 1
A cluster of 6 separate species, C21H39F3IN2O6P in total at a distorted geometry, computed with the ωB97M-V functional and the def2-TZVPD basis.

Atoms and positions in Å:
O  4.62124  4.69790  0.52922
P  3.72936  4.82224  -0.84154
I  5.02162  3.41981  -2.38386
C  2.26450  3.75059  -0.59772
C  1.70162  3.68270  0.70338
C  0.57308  2.92805  0.89593
C  -0.04506  2.24010  -0.17063
N  -1.17926  1.52247  0.07797
C  -1.71368  0.94344  -0.96322
C  -2.98408  0.16654  -0.74291
C  -4.09427  1.06357  -0.18624
C  -4.40074  2.23761  -1.07069
F  -3.55036  3.25696  -0.96621
F  -5.62840  2.74757  -0.80640
F  -4.43604  1.86275  -2.36125
C  -1.13513  1.02796  -2.25330
N  -0.04300  1.67716  -2.52858
C  0.50792  2.31255  -1.45324
C  1.68601  3.06247  -1.63408
H  4.49168  5.48722  1.06329
H  2.16213  4.20068  1.52912
H  0.13814  2.86479  1.88226
H  -3.30528  -0.34366  -1.64484
H  -2.77646  -0.59906  0.00134
H  -3.88145  1.34800  0.83762
H  -5.00187  0.45581  -0.15229
H  -1.63395  0.51803  -3.06681
H  2.14543  3.11412  -2.60873
C  -9.50342  0.09725  0.07948
C  -8.23836  -0.01689  0.90937
O  -7.08515  0.37043  0.16321
H  -9.42863  -0.52377  -0.81355
H  -10.37772  -0.21513  0.65222
H  -9.65645  1.12718  -0.25088
H  -8.07772  -1.04724  1.22208
H  -8.31153  0.60583  1.80675
H  -7.20389  1.28560  -0.11225
C  1.05221  -0.38586  3.15134
C  0.08905  -1.51345  2.83257
O  -1.15620  -0.99256  2.36874
H  0.63102  0.26371  3.92126
H  2.00903  -0.77484  3.49847
H  1.23111  0.23030  2.26551
H  -0.11104  -2.11392  3.71884
H  0.50861  -2.16837  2.06418
H  -0.93456  -0.47703  1.58747
C  5.25336  -0.62923  -1.15294
C  4.56773  -1.48754  -0.10203
O  3.24740  -1.05028  0.20794
H  5.29339  0.41148  -0.83386
H  6.27054  -0.98486  -1.32628
H  4.70948  -0.65230  -2.10011
H  5.12699  -1.44450  0.83288
H  4.53072  -2.53316  -0.43057
H  2.71197  -1.08889  -0.59446
C  5.38760  -2.13919  2.77819
C  4.39778  -3.23649  2.42868
O  3.14891  -2.70119  2.00375
H  4.98366  -1.50070  3.56449
H  6.33588  -2.55829  3.11898
H  5.58207  -1.50370  1.91178
H  4.19298  -3.85541  3.30115
H  4.80331  -3.88056  1.63998
H  3.30361  -2.15650  1.22061
C  0.20603  -3.34602  -3.34210
C  1.40373  -2.45125  -3.08970
O  1.22063  -1.65373  -1.91748
H  -0.69855  -2.74680  -3.45026
H  0.34437  -3.93891  -4.24676
H  0.04870  -4.02756  -2.50275
H  1.54742  -1.75909  -3.91715
H  2.31400  -3.05035  -2.98108
H  1.09623  -2.25459  -1.17334

Cartesian forces, eV/Å:
O -0.4 -0.6 0.2
P -0.2 0.7 -0.7
I 0.1 0.0 0.2
C 0.5 -0.5 0.4
C -0.5 -0.4 -0.5
C 0.3 0.4 0.3
C -0.3 0.0 0.5
N 0.2 0.0 -0.3
C -0.1 -0.3 0.4
C 0.3 0.4 0.3
C -0.3 -0.9 -0.2
C -0.5 -0.3 0.2
F 0.4 0.2 0.0
F -0.2 0.1 0.2
F 0.1 0.0 -0.3
C 0.0 -0.1 -0.5
N -0.2 0.0 0.5
C 0.5 0.2 -0.4
C 0.3 0.5 0.1
H 0.2 0.2 0.0
H 0.0 0.0 0.1
H -0.2 -0.1 0.0
H 0.0 0.1 -0.2
H -0.1 -0.1 0.1
H 0.1 0.4 0.0
H 0.0 0.2 0.0
H 0.0 -0.1 -0.1
H -0.2 -0.2 -0.2
C 0.0 0.0 -0.1
C 0.0 0.2 -0.1
O -0.2 -0.2 0.1
H 0.0 0.0 0.0
H 0.0 0.0 0.0
H 0.0 0.0 0.1
H 0.1 0.0 0.0
H -0.1 -0.1 0.1
H 0.1 0.0 0.0
C 0.0 0.0 0.1
C 0.1 0.2 -0.2
O -0.1 -0.2 0.0
H 0.0 0.0 0.0
H 0.0 0.0 -0.1
H 0.1 -0.1 0.0
H -0.1 0.0 0.0
H 0.2 -0.1 0.1
H -0.2 0.3 0.0
C -0.3 0.0 0.0
C 0.5 0.4 -1.3
O 0.2 0.9 -0.8
H 0.0 0.0 0.1
H 0.0 0.0 0.0
H 0.0 -0.1 0.0
H -0.8 0.1 -1.8
H 0.1 0.0 0.0
H -0.1 0.1 -0.3
C 0.2 -0.1 0.7
C -0.4 0.2 -0.2
O 0.4 -1.2 1.1
H 0.0 0.0 0.1
H 0.0 0.0 0.0
H 0.7 -0.3 1.8
H 0.1 -0.1 0.0
H 0.1 -0.1 0.1
H -0.8 0.1 0.4
C -0.1 0.1 0.1
C 0.0 -0.2 0.1
O 0.2 0.1 0.2
H 0.0 0.0 -0.1
H 0.0 0.0 0.0
H 0.0 -0.1 0.0
H 0.0 0.1 0.1
H 0.0 0.0 -0.1
H -0.2 -0.1 0.0

Results
total energy: -2323.170156 hartree
Kohn-Sham gap: 8.15 eV
lowest unoccupied orbital energy: -0.48 eV

***

Record 2
A cluster of 7 separate species, C21H39FO21 in total at a distorted geometry, computed with the ωB97M-V functional and the def2-TZVPD basis.

Atoms and positions in Å:
C  0.57253  -7.44217  0.19187
C  0.58602  -7.33613  -1.30524
O  1.00533  -8.61404  -1.74256
C  1.62292  -9.19033  -0.68714
O  2.27085  -10.19331  -0.69836
O  1.39334  -8.52933  0.39286
F  1.38450  -6.36788  -1.74294
H  -0.47483  -7.58941  0.45544
H  0.79359  -6.53468  0.75374
H  -0.42412  -7.19797  -1.69076
C  -1.26416  7.46309  -2.45780
O  -2.16395  6.82547  -1.59012
C  -3.30853  6.27339  -1.95753
O  -3.86119  6.45738  -3.05135
O  -3.61337  5.34602  -0.98275
C  -4.69802  4.45997  -1.26817
H  -0.76217  8.29998  -1.97230
H  -1.72710  7.81221  -3.38079
H  -0.52956  6.68856  -2.67821
H  -4.64455  4.01286  -2.26081
H  -5.53517  5.15578  -1.32407
H  -4.93242  3.83339  -0.40762
C  -2.65744  4.58832  5.70796
O  -3.55678  5.39212  6.53631
C  -3.07001  6.41084  7.17184
O  -1.89536  6.77013  7.25203
O  -4.04889  7.03149  7.73276
C  -3.91435  8.19086  8.54406
H  -1.62159  4.55409  6.04550
H  -2.60588  4.78992  4.63801
H  -3.01958  3.56037  5.72498
H  -4.37924  9.05628  8.07181
H  -2.89473  8.56999  8.47523
H  -4.06588  8.10451  9.62001
C  -0.08407  -0.38892  1.02481
O  -1.12830  -0.28335  0.04646
C  -2.04009  -1.19238  0.09646
O  -2.00780  -2.18483  0.78119
O  -2.84934  -0.99746  -0.95435
C  -3.70441  -2.05602  -1.39510
H  -0.33199  -0.37837  2.08619
H  0.51151  0.50465  0.83793
H  0.55090  -1.25911  0.85847
H  -4.09896  -1.75630  -2.36597
H  -4.62682  -2.14365  -0.82104
H  -3.19146  -3.01670  -1.34943
C  7.11248  -6.06088  2.66060
O  7.59230  -4.72911  2.37778
C  6.76507  -3.70924  2.59849
O  5.57808  -3.71673  2.98503
O  7.48841  -2.59325  2.27826
C  6.85526  -1.34389  2.45057
H  7.39962  -6.49492  3.61835
H  7.59511  -6.58976  1.83874
H  6.02728  -6.15858  2.63050
H  6.59557  -1.12450  3.48621
H  5.96134  -1.12597  1.86616
H  7.44232  -0.45454  2.22139
C  2.71994  5.88021  2.09327
O  3.80291  6.14242  1.31216
C  5.05374  5.80353  1.59987
O  5.46972  5.28257  2.66232
O  5.74556  6.15699  0.59779
C  7.16190  5.96398  0.67365
H  2.03209  6.72265  2.02067
H  2.88259  5.84190  3.17039
H  2.10048  5.04406  1.76891
H  7.61889  6.48341  1.51594
H  7.55213  6.40232  -0.24487
H  7.45059  4.91988  0.79460
C  -2.69346  -5.33907  -8.11963
O  -3.65761  -5.83945  -8.93098
C  -4.53889  -6.75212  -8.54623
O  -4.71029  -7.04341  -7.31472
O  -5.05868  -7.29179  -9.59732
C  -6.08627  -8.26534  -9.45244
H  -2.24395  -6.23952  -7.70103
H  -3.07049  -4.79121  -7.25604
H  -2.04953  -4.76215  -8.78343
H  -6.77804  -8.05997  -8.63549
H  -5.62311  -9.20126  -9.13996
H  -6.45238  -8.45681  -10.46109

Cartesian forces, eV/Å:
C -1.6 1.1 -0.4
C -1.9 -0.4 -0.4
O 0.2 0.8 -0.1
C 1.2 -2.5 -1.2
O -0.3 0.3 -0.6
O 0.3 0.7 3.6
F 1.0 0.7 -0.7
H 0.0 -0.9 0.4
H 1.0 -0.1 -0.3
H 0.2 0.3 -0.3
C 0.3 -0.2 -1.0
O -0.6 0.1 1.8
C -0.2 -1.0 -2.3
O 0.7 -0.6 2.9
O 0.8 0.7 -1.0
C -1.5 1.9 -0.3
H -0.3 -0.2 0.3
H -0.2 -0.1 0.1
H 0.3 0.3 -0.3
H 0.4 -0.4 0.4
H -0.6 -0.3 -0.2
H 0.8 -0.2 -0.3
C 0.3 -0.9 0.2
O 0.3 -2.1 -2.1
C 3.9 1.7 0.5
O -1.3 -0.9 -0.4
O -3.0 0.8 1.5
C 2.3 1.4 -0.7
H -0.2 0.5 0.5
H -0.5 1.1 0.1
H -0.3 0.1 0.5
H -1.1 -0.5 0.2
H 0.5 -0.5 0.1
H -0.8 -0.7 -0.4
C 1.2 0.6 -0.2
O 1.1 1.7 1.1
C -0.4 -2.7 -1.5
O -0.6 0.2 0.5
O -0.6 0.4 0.0
C -0.6 0.1 0.4
H -0.9 -0.1 -0.3
H 0.0 -0.1 0.0
H -0.3 -0.1 -0.2
H 0.7 -0.2 -0.2
H 0.2 0.1 0.7
H 0.0 0.1 -0.3
C -0.1 -0.3 -0.9
O -0.8 0.0 1.0
C -2.1 1.1 0.6
O 3.5 -0.2 -1.1
O -0.5 -0.4 0.0
C -1.0 1.7 0.8
H 0.5 0.6 0.1
H -0.3 -0.5 0.3
H 0.1 0.4 -0.4
H -0.2 -0.7 0.2
H -0.2 -1.0 -0.2
H 1.1 -0.8 -0.4
C -2.4 0.3 1.9
O 0.8 0.3 -1.3
C -0.6 -1.9 4.9
O -1.2 1.3 -2.8
O 2.2 0.5 -2.1
C 0.6 0.2 0.0
H 0.1 0.3 -0.4
H 0.6 -0.5 -0.1
H 0.6 -0.4 -0.1
H -0.4 0.2 0.1
H -0.1 -0.3 0.1
H -0.3 -0.1 -0.3
C 1.2 -0.5 1.8
O -2.6 -0.4 -2.8
C 1.1 -0.2 5.5
O 0.1 0.7 -4.3
O -0.8 0.0 -0.9
C 0.7 -1.3 0.4
H 1.0 0.4 0.2
H -0.1 0.4 -0.2
H 0.2 0.0 0.5
H -0.3 0.6 -0.5
H 0.2 -0.1 0.0
H -0.5 0.5 0.4

Results
total energy: -2503.386942 hartree
energy above the lowest of the compared OMol25 structures with the same formula, charge and spin: 3.6526 eV
Kohn-Sham gap: 10.73 eV
lowest unoccupied orbital energy: 0.09 eV

***

Record 3
A structure of composition C21H39N2O2P3Pt at a distorted geometry, computed with the ωB97M-V functional and the def2-TZVPD basis.

Atoms and positions in Å:
P  -1.95919  3.37480  0.45088
C  -3.64380  2.87887  0.85811
H  -4.39761  3.66779  0.71969
H  -3.72668  2.52930  1.90556
H  -3.94258  2.02759  0.21549
C  -0.83761  3.66503  1.80010
H  0.16011  3.81154  1.38164
H  -0.81852  2.76670  2.41678
H  -1.09618  4.52615  2.41995
C  -1.62775  4.50518  -0.89555
H  -1.83555  5.56173  -0.69629
H  -2.19199  4.22090  -1.79063
H  -0.56695  4.41287  -1.14653
P  0.34115  -0.85156  -2.95134
C  -1.33423  -1.59066  -2.94571
H  -1.65549  -2.22213  -3.77189
H  -2.10358  -0.81210  -2.86360
H  -1.44056  -2.21290  -2.04920
C  0.43688  0.29618  -4.36513
H  1.42954  0.76142  -4.42038
H  -0.27244  1.11166  -4.18660
H  0.22074  -0.05411  -5.37722
C  1.52199  -2.19577  -3.30554
H  1.56471  -2.63819  -4.30172
H  1.35850  -3.03253  -2.62376
H  2.53259  -1.82684  -3.09384
P  1.50578  -2.56386  2.57523
C  0.21346  -3.75789  2.92828
H  0.47657  -4.54937  3.64506
H  -0.11014  -4.26950  1.99933
H  -0.69787  -3.26257  3.32552
C  3.12564  -3.09681  2.00748
H  3.72932  -3.67717  2.70934
H  3.69090  -2.21224  1.71323
H  2.98759  -3.69682  1.10250
C  1.67249  -1.14134  3.64829
H  2.46922  -1.23881  4.39171
H  0.73866  -0.91377  4.16515
H  1.88929  -0.30909  2.98868
Pt  1.89624  0.66561  -1.22292
C  -1.14632  1.89827  -0.24198
O  -1.36610  0.81363  -0.67049
C  0.99344  -1.74537  1.04099
O  0.19647  -1.78636  0.18375
C  3.86366  0.36724  -0.71512
C  3.21810  0.76173  0.46781
C  2.48559  1.93549  0.53371
C  2.28930  2.66899  -0.60704
C  2.86861  2.33571  -1.86077
C  3.72689  1.13024  -1.97968
H  4.36082  -0.61066  -0.81650
H  3.24894  0.11962  1.33590
H  1.97196  2.19189  1.46056
H  1.59272  3.53788  -0.58708
H  2.51935  2.77747  -2.79737
H  3.82514  0.63737  -2.92429
C  -4.62333  -1.81169  2.92658
N  -3.40312  -1.01633  2.89023
C  -2.92594  -0.23658  3.93574
C  -1.73091  0.32970  3.46779
N  -1.50909  -0.10335  2.18153
C  -2.51616  -0.91273  1.84097
H  -4.57725  -2.56393  3.72731
H  -5.50111  -1.17587  3.11197
H  -4.75046  -2.32328  1.96663
H  -3.41272  -0.13882  4.87039
H  -1.07971  0.98794  3.99411
H  -2.66821  -1.42899  0.92040

Cartesian forces, eV/Å:
P -0.6 -0.4 0.0
C -0.8 0.0 0.3
H 0.4 0.0 0.0
H 0.4 0.2 -0.4
H 0.3 0.4 0.1
C 0.1 0.0 0.4
H -0.1 0.2 0.0
H -0.1 0.0 0.1
H -0.1 0.0 -0.1
C -0.2 0.2 -0.6
H -0.1 -0.2 0.3
H -0.1 0.0 0.2
H -0.1 0.0 0.1
P 1.3 0.1 -1.3
C -0.6 0.5 1.4
H 0.8 0.1 -0.5
H 0.3 0.0 0.0
H 0.1 0.1 -0.1
C -0.1 0.7 -0.1
H -0.1 -0.2 0.1
H 0.0 0.0 0.1
H -0.1 -0.6 0.3
C 0.6 -0.3 0.5
H -0.5 0.4 -0.2
H -0.1 0.1 0.1
H -0.1 0.0 -0.1
P -0.4 -0.3 0.3
C -0.7 -0.8 0.3
H 0.2 0.3 -0.1
H 0.5 0.3 0.3
H 0.7 0.1 -0.2
C 0.0 -0.5 -0.4
H -0.3 0.1 0.2
H 0.0 0.1 0.2
H 0.0 -0.1 0.1
C -0.2 -0.1 0.6
H 0.0 -0.2 -0.2
H 0.0 -0.2 -0.1
H 0.1 0.2 0.0
Pt -9.3 -5.5 -1.0
C 0.9 -2.2 -1.0
O -0.2 2.0 0.6
C 0.0 1.2 -1.2
O 0.2 -0.6 0.5
C 2.5 -0.5 -2.2
C 1.7 -0.3 1.3
C 0.1 0.4 2.0
C -0.3 3.6 -1.1
C 2.1 -0.2 -1.7
C -0.2 1.4 2.0
H -0.2 0.5 0.4
H 0.1 -0.1 -0.1
H 0.1 0.0 -0.3
H 0.6 -0.8 0.0
H 0.4 0.4 0.4
H 1.1 0.2 -0.5
C -0.6 -0.3 0.1
N 0.9 0.6 0.1
C 1.5 0.1 -2.0
C -2.2 -1.5 -0.2
N 0.3 -0.1 -0.5
C -0.2 1.0 2.5
H 0.1 0.3 -0.3
H 0.4 -0.2 -0.1
H 0.0 0.1 0.2
H -0.5 0.0 0.6
H 0.4 0.3 0.2
H 0.0 -0.2 -0.4

Results
<S²>: 6.010
total energy: -2225.216690 hartree
energy above the lowest of the compared OMol25 structures with the same formula, charge and spin: 1.1712 eV
Kohn-Sham gap (spin up / spin down): 7.30 / 4.60 eV
lowest unoccupied orbital energy (spin up / spin down): -11.46 / -14.15 eV
net charge: +4
2S+1: 5